--- P ---
DFT (ωB97M-V with the def2-TZVPD basis set) results for one molecule with the formula C5H7NOS.

XYZ file:
```
15
Properties=species:S:1:pos:R:3
C 1.69559 1.06215 -0.58129
N 0.95410 1.28130 -1.60662
S -0.38961 0.26243 -2.00343
C -1.49580 -0.14883 -0.58481
C -0.95683 -0.89592 0.65396
C 0.16837 0.01093 1.09365
O 1.43304 -0.33915 1.65707
C 1.34789 -0.10499 0.26170
H 2.55726 1.69416 -0.43596
H -1.94365 0.80400 -0.25330
H -2.26875 -0.72339 -1.05554
H -1.76832 -0.97053 1.38549
H -0.59955 -1.93573 0.40656
H -0.16023 1.01902 1.37136
H 1.42650 -1.01545 -0.30884
```

Output
Orbital gap = 9.450 eV
M = 129.2 Da
SMILES string = C1=NSCC[C@H]2O[C@H]12
2S+1 = 1
Charge = 0

--- Q ---
DFT (ωB97M-V with the def2-TZVPD basis set) results for one molecule with the formula C5H7NOS.

XYZ file:
```
15
Properties=species:S:1:pos:R:3
O 0.92679 -2.56064 -0.33588
N 0.49248 -1.25093 -0.49810
C 1.33630 -0.34081 -0.29186
C 0.87840 1.06943 -0.42183
C -0.65153 1.14257 -0.49306
C -1.29435 0.69946 0.79968
C -1.42887 -0.51696 1.24107
S -1.70776 -1.91409 1.87712
H 0.11367 -3.08527 -0.38825
H 2.37291 -0.53739 -0.01446
H 1.31152 1.49757 -1.33135
H 1.25731 1.64400 0.42662
H -0.98291 0.49420 -1.30298
H -0.95682 2.16664 -0.70828
H -1.66714 1.49222 1.44157
```

Output
Orbital gap = 8.268 eV
M = 129.2 Da
SMILES string = O/N=C/CCC=C=S
2S+1 = 1
Charge = 0

Taking the most stable structure as the zero point, the relative energies in kJ/mol are P 0.0; Q 33.1.

--- P ---
DFT (ωB97M-V with the def2-TZVPD basis set) results for a 8-piece molecular cluster, C24H64O8 overall.

XYZ file:
```
96
Properties=species:S:1:pos:R:3
C -1.14358 -7.33235 0.71121
C 0.30824 -7.65852 0.31917
C 0.62114 -9.22476 0.34660
O 0.43620 -7.29268 -0.98813
H -1.67425 -8.27959 0.61521
H -1.50934 -6.68010 -0.08181
H -1.05885 -6.78440 1.64966
H 1.00613 -7.00090 0.83742
H 1.56776 -9.43507 -0.15117
H -0.16057 -9.72357 -0.22631
H 0.63720 -9.66819 1.34220
H 1.37950 -7.26085 -1.16358
C 6.09818 2.48477 0.35506
C 6.58436 1.89693 1.71124
C 7.84239 2.66916 2.21980
O 5.47691 2.11863 2.61447
H 5.62576 3.46635 0.31735
H 5.40730 1.74722 -0.05335
H 6.91440 2.40352 -0.36278
H 6.73200 0.81890 1.77567
H 7.71906 3.74175 2.36954
H 8.64355 2.28774 1.58673
H 8.13643 2.38219 3.22940
H 5.25334 3.04659 2.71699
C -1.59166 4.93037 -6.11429
C -2.89120 4.70413 -6.75095
C -2.79720 3.99216 -8.06678
O -3.66237 3.90926 -5.76356
H -1.19069 3.99061 -5.73460
H -1.58402 5.73119 -5.37488
H -0.77741 5.25103 -6.76412
H -3.35186 5.67220 -6.94774
H -2.20630 4.36096 -8.90519
H -3.76971 3.67494 -8.44321
H -2.21348 3.09017 -7.88295
H -4.41231 3.68115 -6.31778
C 1.87942 -3.39180 5.15168
C 3.33431 -3.64049 5.28814
C 3.60479 -5.04452 5.75146
O 4.00582 -3.28344 4.14348
H 1.45848 -2.44506 4.81321
H 1.38357 -3.34449 6.12121
H 1.33643 -4.12692 4.55765
H 3.63836 -3.02022 6.13130
H 4.65911 -5.30696 5.66415
H 3.10686 -5.79481 5.13726
H 3.31376 -5.19528 6.79101
H 3.97981 -2.32389 4.13104
C 3.35700 -0.83618 -5.66676
C 3.74928 0.21425 -6.85227
C 2.89803 0.10404 -8.09659
O 3.28250 1.45211 -6.32004
H 4.16073 -0.89586 -4.93289
H 3.29563 -1.87672 -5.98553
H 2.35258 -0.61705 -5.30453
H 4.78734 0.37843 -7.14138
H 2.90709 0.88633 -8.85556
H 1.84154 0.03786 -7.83666
H 3.10358 -0.90149 -8.46370
H 2.49698 1.31063 -5.78662
C -7.04041 -2.28697 5.62307
C -5.91502 -3.08250 4.94041
C -6.28916 -3.53247 3.52549
O -4.87129 -2.23281 4.78205
H -7.74884 -2.90695 6.17249
H -7.49239 -1.61479 4.89370
H -6.54317 -1.70277 6.39738
H -5.65264 -3.97474 5.50889
H -6.73497 -2.70524 2.97318
H -7.00933 -4.34875 3.46958
H -5.40231 -3.85272 2.97864
H -5.09778 -1.31075 4.64028
C -1.56609 0.31939 0.40648
C -0.18145 0.87497 0.11871
C 0.76290 -0.35357 0.09957
O -0.18720 1.45185 -1.13587
H -2.36718 1.04311 0.25624
H -1.78275 0.10976 1.45396
H -1.88598 -0.53073 -0.19607
H 0.13351 1.61427 0.85514
H 0.31268 -1.32863 0.28575
H 1.55547 -0.20998 0.83396
H 1.31243 -0.53852 -0.82342
H -1.10848 1.43817 -1.40542
C -3.66079 6.82477 0.84558
C -3.83241 7.32335 2.32100
C -2.96909 8.55519 2.59669
O -5.19162 7.67668 2.49779
H -2.66526 6.44780 0.61123
H -3.87525 7.57259 0.08213
H -4.28729 5.94659 0.68942
H -3.46204 6.65128 3.09511
H -3.27496 9.36513 1.93445
H -1.96017 8.28213 2.28747
H -2.84231 8.87744 3.63022
H -5.50779 8.08946 1.69079
```

Output
Orbital gap = 10.166 eV
M = 480.8 Da
SMILES string = CC(C)O.CC(C)O.CC(C)O.CC(C)O.CC(C)O.CC(C)O.CC(C)O.CC(C)O
2S+1 = 1
Charge = 0

--- Q ---
DFT (ωB97M-V with the def2-TZVPD basis set) results for a 8-piece molecular cluster, C24H64O8 overall.

XYZ file:
```
96
Properties=species:S:1:pos:R:3
C -1.07679 -4.23355 17.68833
C -0.43360 -3.14529 18.57513
C -0.97656 -3.16141 19.95207
O 0.98457 -3.34200 18.54983
H -1.05646 -5.19056 18.20969
H -0.61453 -4.37996 16.71213
H -2.06315 -3.82194 17.47441
H -0.59706 -2.16485 18.12778
H -2.01070 -2.81703 19.94486
H -0.41914 -2.44985 20.56120
H -0.97864 -4.12143 20.46826
H 1.09384 -4.21090 18.94309
C 3.30014 -13.55085 11.19641
C 4.59019 -13.37549 11.94557
C 4.46626 -12.19711 13.04657
O 4.79597 -14.62956 12.53301
H 3.31400 -14.14948 10.28562
H 3.05572 -12.54807 10.84598
H 2.46628 -13.78688 11.85752
H 5.39053 -13.10956 11.25504
H 4.25722 -11.19335 12.67664
H 5.45972 -12.13949 13.49134
H 3.72098 -12.48621 13.78758
H 4.46833 -15.28019 11.90777
C 1.36288 -1.96531 13.97975
C 0.46653 -2.66666 12.97695
C -0.80883 -3.16240 13.57826
O 0.25420 -1.70513 11.91622
H 0.96936 -0.96281 14.14780
H 2.38988 -1.79868 13.65479
H 1.31903 -2.41825 14.97022
H 1.00235 -3.55772 12.64981
H -1.41897 -3.82106 12.96020
H -1.55781 -2.45163 13.92744
H -0.56656 -3.83439 14.40157
H 0.98395 -1.70503 11.29248
C 2.92819 -7.31270 19.00807
C 1.47772 -6.97435 19.38225
C 0.78508 -8.19185 20.06946
O 1.22345 -5.87027 20.32115
H 3.58042 -6.46795 18.78651
H 2.99826 -7.96933 18.14087
H 3.38875 -7.86741 19.82554
H 0.90401 -6.81107 18.46995
H 0.93232 -8.32279 21.14150
H 1.02260 -9.05434 19.44673
H -0.28201 -7.99816 19.96036
H 1.50510 -6.15356 21.19409
C -0.36001 -11.85545 17.94466
C -1.22271 -11.92688 16.68746
C -0.86272 -11.02877 15.42168
O -1.04721 -13.21727 16.15000
H 0.63527 -11.49890 17.67936
H -0.37335 -12.78563 18.51273
H -0.71430 -11.09569 18.64133
H -2.28207 -11.87578 16.93890
H -1.65954 -10.28758 15.35999
H -0.67243 -11.45857 14.43824
H 0.04202 -10.48857 15.70047
H -0.14014 -13.50759 16.27061
C 0.77963 -7.02429 15.00644
C 1.21718 -7.36185 13.51165
C 2.09810 -8.57961 13.48524
O 0.02584 -7.47958 12.80519
H 0.18058 -6.11433 15.04103
H 1.60423 -6.70937 15.64594
H 0.17486 -7.82612 15.43003
H 1.74660 -6.48930 13.12897
H 2.86670 -8.43891 14.24522
H 2.73908 -8.71123 12.61350
H 1.47675 -9.42126 13.79127
H -0.67666 -7.21872 13.40524
C 4.59088 -3.82186 17.49333
C 3.83031 -4.39535 16.30892
C 4.48922 -5.68199 15.88495
O 2.55639 -4.71211 16.79490
H 4.02356 -2.94696 17.81085
H 5.59682 -3.54443 17.17836
H 4.79966 -4.48769 18.33069
H 3.68946 -3.65447 15.52193
H 5.50164 -5.54688 15.50434
H 3.95632 -6.02591 14.99846
H 4.46301 -6.38119 16.72072
H 2.23074 -3.90211 17.19424
C -2.67920 -6.92869 12.02747
C -3.17587 -8.35901 12.02627
C -3.02007 -9.04954 10.69068
O -2.62894 -9.09990 13.13098
H -2.52135 -6.58996 13.05141
H -3.39083 -6.22266 11.59944
H -1.75867 -6.80820 11.45632
H -4.25093 -8.30934 12.19914
H -1.97046 -9.24493 10.47103
H -3.37670 -8.47747 9.83416
H -3.43666 -10.04919 10.56710
H -3.16325 -9.88529 13.26976
```

Output
Orbital gap = 10.227 eV
M = 480.8 Da
SMILES string = CC(C)O.CC(C)O.CC(C)O.CC(C)O.CC(C)O.CC(C)O.CC(C)O.CC(C)O
2S+1 = 1
Charge = 0

Taking the most stable structure as the zero point, the relative energies in kJ/mol are P 194.0; Q 0.0.

--- P ---
DFT (ωB97M-V with the def2-TZVPD basis set) results for one molecule with the formula C3H7N3S.

XYZ file:
```
14
Properties=species:S:1:pos:R:3
C -2.14269 -1.09002 -0.05851
S -0.39106 -1.40866 -0.54250
N 0.39527 -0.03101 0.00492
C 0.20010 1.28442 -0.57890
N 1.46803 -0.11719 0.87005
C 2.67240 -0.07846 0.45368
N 3.78401 -0.17348 0.09558
H -2.22273 -0.65024 0.86284
H -2.64008 -2.07657 0.10443
H -2.70634 -0.62300 -0.84541
H 1.04499 1.65794 -1.21657
H -0.67740 1.17198 -1.15582
H -0.14311 2.01626 0.14325
H 1.35862 0.11803 1.86295
```

Output
Orbital gap = 9.404 eV
M = 117.2 Da
SMILES string = CSN(C)NC#N
2S+1 = 1
Charge = 0

--- Q ---
DFT (ωB97M-V with the def2-TZVPD basis set) results for one molecule with the formula C3H7N3S.

XYZ file:
```
14
Properties=species:S:1:pos:R:3
C 0.89168 -0.22394 -3.01081
N 0.71231 -0.49840 -1.77570
N -0.08464 0.47336 -1.27923
C -0.33118 0.63552 0.00229
N -0.01407 0.02193 1.17429
C -0.74497 0.45578 2.37003
S 0.42192 -1.70286 1.16926
H 1.31809 -1.06709 -3.71996
H 0.33994 0.72042 -3.28051
H -1.04957 1.43938 0.19317
H -0.05587 0.52076 3.17859
H -1.16939 1.47146 2.22385
H -1.36726 -0.42544 2.74619
H 1.13300 -1.82090 0.00852
```

Output
Orbital gap = 8.796 eV
M = 117.2 Da
SMILES string = C=N/N=C\N(C)S
2S+1 = 1
Charge = 0

Taking the most stable structure as the zero point, the relative energies in kJ/mol are P 0.0; Q 63.0.

--- P ---
DFT (ωB97M-V with the def2-TZVPD basis set) results for one molecule with the formula C3H7N3S.

XYZ file:
```
14
Properties=species:S:1:pos:R:3
C 2.34204 -1.02234 -0.23652
C 1.04737 -1.19422 0.07839
N 0.09528 -0.13680 0.08914
S 0.73495 1.39997 -0.24923
C -0.85250 -0.06827 1.06173
N -2.07220 -0.16703 0.48725
N -2.28632 -0.28891 -0.88931
H 2.96703 -2.05254 -0.38748
H 2.96945 0.06008 -0.12726
H 0.90430 -2.23620 0.43974
H 1.01364 1.59820 1.10878
H -0.61382 0.01370 2.21176
H -1.32523 -0.83937 -1.31252
H -3.05344 -1.08517 -1.17647
```

Output
Orbital gap = 9.184 eV
M = 117.2 Da
SMILES string = C=CN(S)/C=N\N
2S+1 = 1
Charge = 0

--- Q ---
DFT (ωB97M-V with the def2-TZVPD basis set) results for one molecule with the formula C3H7N3S.

XYZ file:
```
14
Properties=species:S:1:pos:R:3
C -0.90120 1.47528 -0.54400
C 0.04821 0.67368 0.37774
S 1.81149 1.02702 0.28899
C 2.16029 -0.68253 -0.25468
N 1.13416 -1.38786 -0.35283
N -0.01281 -0.75162 0.00192
N -0.96321 -1.67988 0.30405
H -0.52434 1.31990 -1.56343
H -0.93668 2.58246 -0.34214
H -1.74227 0.99566 -0.23285
H -0.32310 0.72073 1.48854
H 3.04005 -1.02214 -0.67040
H -1.84545 -1.20470 0.28296
H -0.94514 -2.06602 1.21613
```

Output
Orbital gap = 8.579 eV
M = 117.2 Da
SMILES string = C[C@@H]1SC=NN1N
2S+1 = 1
Charge = 0

--- R ---
DFT (ωB97M-V with the def2-TZVPD basis set) results for a 2-piece molecular cluster, C3H7N3S overall.

XYZ file:
```
14
Properties=species:S:1:pos:R:3
C -1.49368 1.53951 0.01692
C 2.79963 -0.06326 -0.39662
C -1.02223 -1.20723 0.68309
N -0.52588 0.77144 -0.54804
N 2.38346 -0.95844 -1.02584
N -0.21526 -0.50463 -0.38033
S 3.63244 1.08192 0.18973
H -1.62431 2.64306 -0.29571
H -2.17226 1.23261 0.81281
H -0.27815 -1.48765 1.45900
H -1.65457 -0.52935 1.20832
H -1.46611 -2.09294 0.25513
H -0.01482 1.21761 -1.29153
H 1.65175 -1.64266 -0.68692
```

Output
Orbital gap (alpha / beta) = 8.695 / 8.694 eV
M = 117.2 Da
2S+1 = 1
Charge = 0

Taking the most stable structure as the zero point, the relative energies in kJ/mol are P 249.1; Q 0.0; R 64.1.

--- P ---
DFT (ωB97M-V with the def2-TZVPD basis set) results for one molecule with the formula C3H7N3S.

XYZ file:
```
14
Properties=species:S:1:pos:R:3
C -0.32491 1.83244 -0.93011
C 0.70520 0.05782 0.77243
C -0.09156 -1.01186 1.43827
N 0.13393 2.23668 0.42518
N 0.56947 1.35230 1.11153
N -0.17599 0.46591 -1.19598
S 0.96125 0.01210 -2.34762
H -1.38350 2.11653 -0.92388
H 0.21226 2.51651 -1.59864
H 1.73403 -0.21620 0.55324
H -1.14484 -0.75468 1.49397
H 0.28501 -1.18057 2.45047
H 0.03088 -1.93308 0.87460
H 0.17376 -0.91439 -2.90797
```

Output
Orbital gap (alpha / beta) = 8.547 / 8.548 eV
M = 117.2 Da
2S+1 = 1
Charge = 0

--- Q ---
DFT (ωB97M-V with the def2-TZVPD basis set) results for a 2-piece molecular cluster, C3H7N3S overall.

XYZ file:
```
14
Properties=species:S:1:pos:R:3
N -2.51169 0.22332 -0.44487
C -1.44467 0.00345 0.14121
C -0.55418 -0.15609 1.12261
C 0.52791 0.80855 1.18734
N 1.68349 0.25929 0.39132
H -2.89722 0.08969 -1.34025
H -0.50012 -1.16869 1.63088
H 0.24249 1.82940 0.96553
H 0.93949 0.83704 2.24110
H 1.86536 -0.73950 0.64206
H 1.18762 0.21424 -0.46130
N -1.63452 -1.95569 -2.55463
S -0.23026 -2.06121 -1.88195
H -1.68643 -2.31252 -3.54454
```

Output
Orbital gap (alpha / beta) = 6.311 / 6.359 eV
M = 117.2 Da
SMILES string = N=C=CCN.N=S
2S+1 = 1
Charge = 0

--- R ---
DFT (ωB97M-V with the def2-TZVPD basis set) results for one molecule with the formula C3H7N3S.

XYZ file:
```
14
Properties=species:S:1:pos:R:3
C -2.21633 0.02158 -1.13952
C -0.80107 0.02632 -0.64775
S 0.31032 -1.09681 -1.21082
N -0.54082 0.98329 0.24423
N 0.69443 1.45552 0.70793
C 1.38951 0.65317 1.42840
N 1.12512 -0.60830 1.85838
H -2.62837 -0.98172 -1.03475
H -2.86612 0.74502 -0.59443
H -2.23427 0.25835 -2.19098
H -1.25386 1.70525 0.37192
H 2.32632 1.08486 1.81393
H 0.59512 -1.19422 1.23763
H 1.91232 -1.08852 2.24919
```

Output
Orbital gap = 9.124 eV
M = 117.2 Da
SMILES string = CC(=S)N/N=C\N
2S+1 = 1
Charge = 0

Taking the most stable structure as the zero point, the relative energies in kJ/mol are P 303.1; Q 356.9; R 0.0.

--- P ---
DFT (ωB97M-V with the def2-TZVPD basis set) results for a 2-piece molecular cluster, C3H7N3S overall.

XYZ file:
```
14
Properties=species:S:1:pos:R:3
C 1.49444 -1.04771 0.08772
C 0.03116 -0.70610 0.06906
C -0.93161 1.47735 -0.37512
N 2.18377 0.24733 0.11780
N 0.07705 0.70560 0.30371
N 1.31994 1.16559 0.19918
S 4.73831 0.30585 -0.15601
H 1.72006 -1.54865 1.07806
H 1.95641 -1.53507 -0.82791
H -0.62555 -0.84716 -0.77190
H -0.32961 -1.13195 1.04981
H -0.81917 2.58264 -0.24878
H -1.01567 1.33892 -1.50715
H -1.88531 1.13647 -0.04859
```

Output
Orbital gap (alpha / beta) = 7.521 / 7.509 eV
M = 117.2 Da
2S+1 = 1
Charge = 0

--- Q ---
DFT (ωB97M-V with the def2-TZVPD basis set) results for C3H7N3S as an isolated structure.

XYZ file:
```
14
Properties=species:S:1:pos:R:3
C 0.56706 -1.22374 0.09233
C 1.88948 -1.49884 0.08840
C -1.20682 0.19581 -0.61132
N 0.26469 -0.04340 -0.32787
N 2.55498 1.14818 0.17927
N 1.47068 1.53926 0.88508
S 3.00717 -0.26273 -0.33356
H -0.28279 -1.99850 0.29965
H 2.23043 -2.46169 0.32697
H -1.69221 0.83013 0.07098
H -1.32131 0.46696 -1.63356
H -1.59780 -0.85338 -0.73501
H 0.59248 0.84203 0.34866
H 1.51632 2.58111 0.81829
```

Output
Orbital gap (alpha / beta) = 8.093 / 8.094 eV
M = 117.2 Da
2S+1 = 1
Charge = 0

Taking the most stable structure as the zero point, the relative energies in kJ/mol are P 80.7; Q 0.0.